[1]
Computed, not measured: 6 unconnected molecules or ions with the total composition C38H84N4O6, with ωB97M-V with the def2-TZVPD basis set.

HOMO-LUMO gap ... 0.2976 Ha
HOMO energy ... -7.7 eV
F_max ... 0.057 Eh/bohr
Calculated total energy ... -2168.4262 a.u.
SMILES string ... CC1(C)CCCC(C)(C)N1O.CC1(C)CCCC(C)(C)N1O.CC1(C)CCCC(C)(C)N1O.CC1(C)CCCC(C)(C)N1O.CO.CO

```
! RIJCOSX wB97M-V def2-TZVPD def2/J DEFGRID3
* xyz 0 1
O -0.16 4.68 -4.87
O 1.40 0.02 1.53
O 2.96 -5.41 -0.99
O -4.24 4.06 -0.04
O 3.04 2.60 1.29
O 0.50 -1.07 4.01
N 1.02 3.89 -4.80
N 1.63 -5.70 -1.40
N -0.36 -2.18 3.98
N -2.91 4.48 0.12
C -0.07 -3.24 4.97
C 2.15 1.67 -4.74
C 1.51 -7.18 -1.83
C 0.56 -5.39 0.89
C 1.46 4.80 -2.43
C 3.02 2.19 -3.59
C 3.27 3.66 -3.78
C 0.52 -5.01 -0.61
C 2.00 4.55 -3.88
C -3.19 6.38 1.77
C -2.21 3.21 2.23
C 2.49 -7.61 -3.01
C -0.86 -5.40 -1.16
C 2.48 5.88 -4.48
C -1.15 -6.84 -1.49
C -0.28 5.34 1.01
C 0.07 -7.38 -2.36
C -0.93 -4.54 4.71
C -1.15 6.30 0.27
C -2.40 -4.28 4.36
C 1.49 -3.59 4.73
C -2.14 2.09 -0.05
C -0.20 -2.79 6.45
C 0.56 -3.50 -0.82
C -3.44 6.83 -0.74
C -2.56 -3.21 3.31
C 1.69 -8.16 -0.61
C -2.70 5.93 0.36
C -1.84 -0.97 2.39
C 3.33 3.84 0.73
C -1.82 -1.89 3.67
C -0.09 1.91 -3.73
C -1.99 3.43 0.72
C 0.14 2.08 -6.22
C 0.94 0.02 0.18
C -0.47 3.93 0.57
C 0.84 2.43 -4.89
C -2.56 -1.18 4.86
H -0.35 5.58 2.07
H -1.24 -0.08 2.53
H 3.40 6.32 -4.09
H 2.22 -7.18 -3.97
H -3.27 3.30 2.46
H -2.79 -1.88 5.66
H 3.42 4.52 1.57
H 2.15 5.46 -1.90
H 1.85 -4.36 5.42
H 3.64 2.43 2.02
H -2.89 6.89 -1.68
H 2.00 0.61 -4.52
H 0.07 -1.74 6.46
H -3.16 1.75 -0.20
H -3.61 -2.91 3.41
H 3.92 1.58 -3.47
H 1.79 6.71 -4.30
H -3.50 7.83 -0.31
H -1.21 -2.87 6.87
H 2.50 2.04 -2.64
H -4.28 6.35 1.87
H -1.02 -5.09 5.64
H 0.90 -1.07 3.13
H -1.36 -1.39 1.50
H -4.66 4.31 0.79
H -0.14 -4.78 1.46
H 1.31 3.86 -1.90
H -0.92 2.33 -6.21
H -2.78 5.76 2.57
H -0.67 4.48 -4.08
H -0.07 -8.44 -2.59
H 1.53 -5.19 1.34
H -1.31 -7.40 -0.56
H 0.32 -6.44 1.00
H 0.55 -3.25 7.10
H -0.94 7.26 0.76
H -1.96 2.20 2.56
H -2.90 7.40 2.05
H 0.02 -6.81 -3.29
H -1.56 -5.20 -0.35
H 2.78 1.76 -5.63
H -2.39 -3.56 2.29
H -3.46 -0.68 4.51
H -2.84 -0.66 2.09
H 4.23 3.70 0.14
H 0.19 1.00 -6.41
H -1.15 2.15 -3.79
H 3.26 -4.79 -1.65
H 0.51 5.33 -2.41
H -0.15 0.83 -3.60
H -1.93 -0.43 5.35
H -0.21 3.82 -0.48
H 0.42 2.54 -7.17
H 1.74 -3.99 3.74
H 3.97 3.94 -2.99
H 0.81 -8.04 0.03
H -0.41 -5.26 4.07
H -0.84 6.47 -0.77
H 3.85 3.83 -4.69
H 2.25 0.45 1.63
H 0.06 -0.60 -0.01
H -1.81 2.04 -1.09
H -4.44 6.49 -0.99
H -2.87 -5.18 3.95
H 0.31 2.25 -2.78
H -1.12 -4.79 -2.02
H 0.71 1.03 -0.13
H 2.11 -2.72 4.93
H -2.88 -3.91 5.26
H 2.52 -8.70 -3.12
H 2.55 4.22 0.07
H 0.19 3.34 1.21
H 2.66 5.80 -5.55
H -1.67 3.92 2.86
H -1.56 1.30 0.44
H 1.74 -0.44 -0.41
H 3.52 -7.30 -2.84
H 1.34 -3.11 -0.17
H 0.75 5.57 0.73
H 2.50 -7.73 -0.02
H -1.99 -6.91 -2.18
H 2.00 -9.20 -0.73
H 0.78 -3.36 -1.88
H -0.35 -3.00 -0.51
*
```

Here are the Mulliken charges for atoms 1 to 99, given in e:
1. O -0.466
2. O -0.377
3. O -0.467
4. O -0.439
5. O -0.406
6. O -0.577
7. N 0.075
8. N 0.181
9. N 1.201
10. N 0.238
11. C 1.131
12. C -1.261
13. C 1.450
14. C -1.440
15. C -1.718
16. C 0.028
17. C -1.610
18. C 2.365
19. C 2.386
20. C -1.661
21. C -1.719
22. C -1.776
23. C -1.145
24. C -2.080
25. C -0.768
26. C -0.569
27. C -1.357
28. C -0.945
29. C -1.152
30. C -0.836
31. C -1.777
32. C -1.015
33. C -1.743
34. C -2.561
35. C -1.685
36. C -0.875
37. C -1.516
38. C 1.289
39. C -1.657
40. C -0.092
41. C 1.512
42. C -1.687
43. C 1.906
44. C -1.937
45. C -0.134
46. C 0.257
47. C 1.747
48. C -1.788
49. H 0.328
50. H 0.212
51. H 0.359
52. H 0.386
53. H 0.384
54. H 0.262
55. H 0.351
56. H 0.540
57. H 0.513
58. H 0.255
59. H 0.310
60. H 0.506
61. H 0.308
62. H 0.463
63. H 0.401
64. H 0.398
65. H 0.386
66. H 0.420
67. H 0.307
68. H -0.207
69. H 0.403
70. H 0.433
71. H 0.368
72. H -0.255
73. H 0.369
74. H 0.142
75. H -0.390
76. H 0.359
77. H 0.361
78. H 0.334
79. H 0.397
80. H 0.406
81. H 0.348
82. H 0.198
83. H 0.469
84. H 0.408
85. H 0.142
86. H 0.411
87. H 0.433
88. H 0.141
89. H 0.302
90. H 0.351
91. H 0.464
92. H 0.584
93. H 0.302
94. H 0.398
95. H 0.441
96. H 0.345
97. H 0.575
98. H 0.571
99. H 0.331

=====

[2]
Computed, not measured: 2 unconnected molecules or ions with the total composition C4H12NO, with ωB97M-V with the def2-TZVPD basis set.

HOMO-LUMO gap (alpha / beta) ... 0.1323 / 0.4617 Ha
HOMO energy (alpha / beta) ... -2.9 / -12.0 eV
F_max ... 0.021 Eh/bohr
Calculated total energy ... -289.4765 a.u.

```
! RIJCOSX wB97M-V def2-TZVPD def2/J DEFGRID3
* xyz 0 2
O -0.73 -1.21 -2.33
N 0.86 -0.65 0.11
C -0.61 1.14 0.06
C -0.58 0.67 1.50
C 0.74 0.71 -0.47
C 0.31 -0.58 1.49
H -0.78 2.21 -0.05
H 0.32 -1.27 -0.45
H -0.59 -1.94 -2.97
H -0.91 -0.45 -2.90
H 1.51 1.32 0.00
H 0.85 0.67 -1.54
H 1.85 -1.05 0.09
H -0.24 -1.50 1.69
H -1.58 0.42 1.89
H -0.15 1.42 2.16
H 1.12 -0.53 2.22
H -1.39 0.61 -0.51
*
```

So, what does the natural (NBO) scheme give us? The charges, in e, come out as:
1. O -1.018
2. N -0.764
3. C -0.426
4. C -0.422
5. C -0.345
6. C -0.336
7. H 0.222
8. H 0.422
9. H 0.469
10. H 0.466
11. H 0.209
12. H 0.228
13. H 0.213
14. H 0.218
15. H 0.221
16. H 0.212
17. H 0.217
18. H 0.214

=====

[3]
Computed, not measured: a molecular structure, C14H15IrN6O2S, with ωB97M-V with the def2-TZVPD basis set.

HOMO-LUMO gap (alpha / beta) ... 0.2517 / 0.2309 Ha
HOMO energy (alpha / beta) ... -14.0 / -14.2 eV
F_max ... 0.043 Eh/bohr
Calculated total energy ... -1523.4642 a.u.

```
! RIJCOSX wB97M-V def2-TZVPD def2/J DEFGRID3
* xyz 2 1
Ir -0.48 -0.70 0.01
S 0.80 -1.39 -1.56
O -2.61 0.10 0.46
O -2.37 -1.49 -1.07
N -0.57 1.19 3.67
N -0.08 4.03 0.36
N -0.57 -0.05 4.21
N -0.03 1.28 0.10
N -0.26 -0.39 2.11
N -4.88 -1.76 -1.64
C 0.18 2.07 -0.96
C -3.07 -0.66 -0.42
C 4.42 -0.67 0.05
C 4.70 -1.18 -2.30
C -0.38 0.93 2.40
C 0.16 3.44 -0.81
C -0.38 -1.00 3.29
C 3.33 -1.37 -2.42
C 5.24 -0.82 -1.07
C -0.23 1.87 1.30
C -0.27 3.25 1.41
C -4.55 -0.58 -0.77
C 2.51 -1.19 -1.30
C 3.06 -0.85 -0.06
H -3.97 -2.14 -1.96
H -0.70 -0.16 5.20
H -0.33 -2.05 3.49
H 2.90 -1.66 -3.37
H -5.17 -0.57 0.12
H -0.46 3.71 2.37
H 4.86 -0.43 1.01
H 5.34 -1.32 -3.16
H 2.42 -0.75 0.80
H 0.35 1.59 -1.91
H -4.73 0.33 -1.33
H 0.33 4.09 -1.67
H 6.30 -0.65 -0.98
H -5.36 -2.50 -1.13
H -5.45 -1.52 -2.45
*
```

So, what does the natural (NBO) scheme give us? The charges, in e, come out as:
1. Ir 0.934
2. S 0.297
3. O -0.664
4. O -0.732
5. N -0.186
6. N -0.298
7. N -0.302
8. N -0.377
9. N -0.540
10. N -0.679
11. C 0.021
12. C 0.754
13. C -0.214
14. C -0.193
15. C 0.283
16. C 0.031
17. C 0.242
18. C -0.177
19. C -0.135
20. C 0.116
21. C 0.062
22. C -0.340
23. C -0.278
24. C -0.141
25. H 0.477
26. H 0.455
27. H 0.255
28. H 0.235
29. H 0.268
30. H 0.246
31. H 0.237
32. H 0.245
33. H 0.208
34. H 0.240
35. H 0.266
36. H 0.240
37. H 0.242
38. H 0.451
39. H 0.454

=====

[4]
Computed, not measured: a molecular structure, C4H7NO, with ωB97M-V with the def2-TZVPD basis set.

HOMO-LUMO gap ... 0.3484 Ha
HOMO energy ... -8.9 eV
F_max ... 0.081 Eh/bohr
Calculated total energy ... -286.4876 a.u.

```
! RIJCOSX wB97M-V def2-TZVPD def2/J DEFGRID3
* xyz 0 1
O -1.52 -0.59 -0.27
N 0.89 0.87 -0.79
C -0.67 -1.05 0.48
C -0.69 -1.11 2.05
C 0.74 0.21 0.15
C 0.91 1.57 -2.01
H -0.90 -0.08 2.28
H 1.80 1.09 -2.63
H 0.93 2.72 -1.81
H 0.19 -1.46 2.47
H -0.10 1.47 -2.37
H -0.01 -1.85 0.15
H -1.56 -1.79 2.30
*
```

So, what does the natural (NBO) scheme give us? The charges, in e, come out as:
1. O -0.626
2. N -0.424
3. C 0.336
4. C -0.675
5. C 0.353
6. C -0.453
7. H 0.219
8. H 0.245
9. H 0.235
10. H 0.213
11. H 0.244
12. H 0.113
13. H 0.220

=====

[5]
Computed, not measured: a molecular structure, C29H22Cl2F7LuN5O7S2, with ωB97M-V with the def2-TZVPD basis set.

HOMO-LUMO gap ... 0.2363 Ha
HOMO energy ... -10.3 eV
F_max ... 0.058 Eh/bohr
Calculated total energy ... -5570.0268 a.u.

```
! RIJCOSX wB97M-V def2-TZVPD def2/J DEFGRID3
* xyz 1 1
Lu -0.05 1.70 0.28
Cl 0.96 2.16 2.76
Cl -1.07 3.12 4.84
S 0.56 5.14 -0.75
S -1.84 3.82 -0.47
F 2.53 5.33 -2.46
F -4.03 5.02 -1.70
F -4.53 3.43 -0.26
F -3.75 5.32 0.47
F -9.06 -1.60 0.74
F 0.72 4.39 -3.32
F 0.83 6.63 -3.04
O -1.61 3.41 0.93
O -4.45 0.68 0.31
O -1.13 0.04 -0.81
O -1.65 2.66 -1.38
O -1.57 0.54 1.32
O 0.94 3.74 -0.45
O 1.13 6.20 0.03
N -1.08 5.21 -0.83
N 1.84 0.64 -0.50
N -3.90 -3.27 -0.19
N 6.90 1.34 -0.78
N 6.57 0.10 1.12
C 3.79 -0.21 0.49
C 1.17 5.38 -2.54
C 5.98 0.80 0.06
C -1.85 -0.15 0.23
C -3.67 4.43 -0.52
C 2.46 -0.28 0.24
C 10.35 -0.22 0.93
C -2.51 -4.93 -1.41
C 8.09 0.94 -0.32
C 2.56 1.44 -1.31
C 10.55 0.56 -0.24
C -0.61 1.76 3.76
C -7.54 -3.30 0.20
C 7.96 0.18 0.89
C 4.56 0.77 -0.18
C -3.59 -4.69 -0.41
C 9.38 1.06 -0.87
C 9.06 -0.35 1.52
C -4.31 -0.54 0.41
C -7.79 -1.93 0.52
C -5.17 -2.88 0.22
C 3.95 1.60 -1.17
C -4.85 -5.49 -0.88
C -6.73 -1.02 0.67
C -2.94 -1.09 0.18
C -5.39 -1.49 0.50
C -2.81 -2.40 -0.03
C -6.01 -5.31 0.06
C -6.29 -3.82 0.14
H -2.66 -4.34 -2.30
H -5.73 -5.70 1.04
H 4.47 2.22 -1.91
H 11.24 -0.66 1.44
H 1.84 -1.07 0.74
H 8.98 -0.96 2.43
H -1.52 -4.78 -1.01
H -2.48 -6.00 -1.70
H 2.09 2.04 -2.04
H -3.31 -5.09 0.64
H 4.22 -0.83 1.28
H -1.42 1.46 3.08
H 9.49 1.76 -1.71
H -0.33 0.95 4.47
H -4.50 -6.47 -0.92
H 6.16 -0.05 2.03
H -5.17 -5.14 -1.85
H -1.85 -2.84 -0.13
H -6.87 0.03 0.72
H -6.84 -5.80 -0.44
H -8.37 -4.00 -0.11
H 11.51 0.72 -0.71
*
```

So, what does the Mulliken scheme give us? The charges, in e, come out as:
1. Lu 1.649
2. Cl -0.199
3. Cl -0.103
4. S 1.093
5. S 1.184
6. F -0.200
7. F -0.183
8. F -0.093
9. F -0.192
10. F -0.312
11. F -0.181
12. F -0.197
13. O -0.613
14. O -0.727
15. O -0.691
16. O -0.636
17. O -0.748
18. O -0.529
19. O -0.581
20. N -0.583
21. N -0.284
22. N 0.099
23. N -0.601
24. N -0.072
25. C -0.681
26. C 0.595
27. C -0.215
28. C 1.022
29. C 0.410
30. C -0.484
31. C -0.296
32. C -1.690
33. C 0.545
34. C -0.609
35. C -0.594
36. C 0.127
37. C -0.599
38. C 0.590
39. C 0.998
40. C 0.441
41. C -0.497
42. C -0.884
43. C 0.886
44. C 0.096
45. C 0.377
46. C -0.447
47. C -1.153
48. C -1.245
49. C -0.233
50. C 0.313
51. C -0.334
52. C -0.646
53. C 0.316
54. H 0.401
55. H 0.336
56. H 0.483
57. H 0.314
58. H 0.395
59. H 0.350
60. H 0.492
61. H 0.431
62. H 0.675
63. H 0.148
64. H 0.383
65. H -0.014
66. H 0.355
67. H 0.431
68. H 0.468
69. H 0.313
70. H 0.401
71. H 0.496
72. H 0.586
73. H 0.387
74. H 0.337
75. H 0.420

=====

Which formula does entry 1 have?
C38H84N4O6